1.
Formula: C6H7I2NO
Source: the Open Molecules 2025 dataset
Level of theory: wB97M-V/def2-TZVPD

Results
Energy relative to the best compared isomer or geometry (same formula, charge and spin) = 3.602 eV
E_HOMO = -8.2 eV
Frontier orbital gap = 7.710 eV
Net charge = 0

XYZ file:
```
17
C6H7I2NO, DFT wB97M-V/def2-TZVPD
C -1.0273 0.6761 -0.9799
C -0.9262 1.7486 0.0289
C -0.0791 -0.4439 -1.0334
C 0.3172 2.1840 0.3181
C -0.5677 -0.5575 1.2587
C 1.2286 -1.9604 0.2617
N 0.1333 -0.9817 0.2416
O 0.6288 -0.7143 -1.9713
I -0.1013 -1.4810 3.0691
I -2.9118 -0.3667 -1.0450
H -1.0519 1.3061 -1.8723
H -1.8782 2.0910 0.3112
H 1.1798 1.8067 -0.0471
H 0.4599 3.1176 0.8935
H 1.7360 -1.7645 -0.7773
H 2.0141 -1.7622 0.9346
H 0.8458 -2.8976 0.4089
```


2.
Formula: C28H26Cl2N2O6Re
Source: the Open Molecules 2025 dataset
Level of theory: wB97M-V/def2-TZVPD

Results
E_HOMO (spin up / spin down) = -12.5 / -12.5 eV
2S+1 = 2
Frontier orbital gap (spin up / spin down) = 4.099 / 4.560 eV
Net charge = +2

XYZ file:
```
65
C28H26Cl2N2O6Re, DFT wB97M-V/def2-TZVPD
Re 1.0992 0.4691 0.4343
O 1.7586 3.6919 0.2543
C 1.1754 3.5567 -1.0340
C -0.2125 3.0448 -0.8076
C -1.2812 3.7013 -1.3697
C -2.5805 3.3159 -1.0684
C -2.7751 2.3018 -0.1493
C -1.6767 1.6591 0.3676
N -0.3966 1.9725 0.0176
H 2.6778 3.9605 0.1569
H 1.7458 2.8796 -1.6781
H 1.1032 4.5238 -1.5299
H -1.0905 4.5416 -2.0241
H -3.4232 3.8285 -1.5158
H -3.7631 1.9946 0.1619
H -1.8048 0.8546 1.0723
C 4.9511 1.5717 -1.2706
C 3.9313 0.6459 -0.6949
O 2.8766 1.1904 -0.2711
C 4.1481 -0.7700 -0.6146
C 5.3085 -1.3514 -1.1563
C 5.5178 -2.7061 -1.0684
C 4.5778 -3.5134 -0.4158
C 3.4422 -2.9646 0.1417
C 3.2263 -1.6005 0.0339
O 2.1079 -1.1108 0.6223
H 4.5659 2.5862 -1.2834
H 5.2072 1.2756 -2.2887
H 5.8675 1.5411 -0.6773
H 6.0465 -0.7312 -1.6466
H 6.4064 -3.1459 -1.4999
H 4.7451 -4.5801 -0.3417
H 2.7101 -3.5682 0.6634
Cl 1.5288 -1.0941 5.7602
C 1.4546 0.2354 4.6851
C 1.4404 1.5433 5.1513
C 1.3694 2.5766 4.2329
C 1.3313 2.2920 2.8867
N 1.3474 1.0158 2.4406
C 1.3948 -0.0024 3.3330
H 1.4820 1.7390 6.2153
H 1.3502 3.6079 4.5559
H 1.2922 3.0648 2.1331
H 1.3850 -1.0094 2.9448
C -5.1616 -0.6489 0.3310
C -5.1008 -1.6876 -0.7648
C -6.2654 -2.1985 -1.3200
C -6.2236 -3.1829 -2.2928
Cl -7.7054 -3.7919 -2.9605
C -5.0186 -3.6813 -2.7242
C -3.8378 -3.1792 -2.1807
C -3.8956 -2.1904 -1.2241
O -2.7486 -1.6283 -0.6373
C -1.5110 -2.1270 -1.0639
C -0.5446 -1.1133 -0.5492
O 0.2652 -0.4673 -1.2959
O -0.4915 -0.8138 0.7044
H -6.0542 -0.0321 0.2265
H -4.2840 -0.0037 0.3193
H -5.2004 -1.1204 1.3153
H -7.2254 -1.8238 -0.9855
H -4.9887 -4.4562 -3.4776
H -2.8983 -3.5974 -2.5159
H -1.4015 -2.1881 -2.1472
H -1.2766 -3.1012 -0.6158
```


3.
Formula: C9H27FNa3O12P3
Source: the Open Molecules 2025 dataset
Level of theory: wB97M-V/def2-TZVPD

Results
Energy relative to the best compared isomer or geometry (same formula, charge and spin) = 8.159 eV
E_HOMO = -13.3 eV
Frontier orbital gap = 5.532 eV
Net charge = +2

XYZ file:
```
55
C9H27FNa3O12P3, DFT wB97M-V/def2-TZVPD
Na -6.7225 -2.1998 -0.6332
Na -4.6507 -5.4468 2.4523
Na -1.8277 -5.2587 -1.9350
F -3.2272 -2.6412 0.1150
C 0.7721 -1.5012 -4.4170
O 2.0970 -1.9083 -4.4468
P 2.9028 -2.2995 -3.1162
O 2.2946 -3.5345 -2.4583
O 4.3409 -2.3660 -3.8313
C 4.9269 -3.4801 -4.3895
O 2.8183 -0.8406 -2.3374
C 3.2789 -0.7421 -0.9891
H 0.2384 -1.6162 -3.4736
H 0.1635 -1.9497 -5.2022
H 0.7857 -0.4117 -4.4466
H 5.7490 -3.6916 -3.7057
H 5.3271 -3.1785 -5.3574
H 4.3891 -4.4243 -4.4764
H 3.2091 -1.6302 -0.3609
H 2.6543 -0.0759 -0.3940
H 4.2997 -0.3911 -0.8378
C -1.1000 -3.3417 8.1319
O 0.0179 -2.9994 7.3820
P -0.3269 -2.5139 5.8501
O -1.1244 -3.4083 5.0126
O -0.8463 -1.0611 6.0950
C -1.2346 -0.1858 4.9512
O 1.2091 -2.2897 5.3344
C 2.0287 -1.2234 5.8927
H -1.2508 -2.7592 9.0407
H -0.8892 -4.3731 8.4143
H -2.0123 -3.3041 7.5366
H -2.2998 0.0378 4.8927
H -0.9508 -0.5917 3.9803
H -0.8702 0.8373 5.0440
H 2.5657 -1.6296 6.7499
H 1.5094 -0.4264 6.4250
H 2.9049 -1.0124 5.2796
C 0.5926 4.8979 -3.3203
O -0.7756 4.4149 -3.2199
P -1.9576 5.2376 -2.5868
O -1.5408 6.6804 -2.4119
O -3.1353 4.8796 -3.6243
C -3.3995 5.6614 -4.7744
O -2.4278 4.4006 -1.2055
C -2.6886 3.0144 -1.3184
H 1.4280 4.2309 -3.5331
H 0.8916 5.2453 -2.3314
H 0.4885 5.6975 -4.0538
H -3.2431 6.7194 -4.5639
H -4.4485 5.7082 -5.0670
H -2.8431 5.2980 -5.6384
H -2.9704 2.6870 -2.3191
H -3.3928 2.5359 -0.6377
H -1.7273 2.5236 -1.1658
```


4.
Formula: C7H13N
Source: the Open Molecules 2025 dataset
Level of theory: wB97M-V/def2-TZVPD

Results
Energy relative to the best compared isomer or geometry (same formula, charge and spin) = 1.976 eV
SMILES = C/C=C/C/C(C)=C/N
E_HOMO = -7.7 eV
Frontier orbital gap = 8.793 eV
Net charge = 0

XYZ file:
```
21
C7H13N, DFT wB97M-V/def2-TZVPD
C 2.7498 -2.4106 0.7366
C 2.1509 -1.1134 0.3930
C 0.8322 -0.8582 0.2970
C 0.4642 0.5563 -0.0846
C -1.0062 0.8402 -0.2190
C -1.3913 0.7608 -1.6536
C -1.8274 1.2460 0.7403
N -3.1503 1.6627 0.5406
H 2.2650 -3.3569 0.8879
H 3.3151 -2.2269 1.6327
H 3.6226 -2.5724 0.0211
H 2.8903 -0.2515 0.2759
H 0.0645 -1.5687 0.5788
H 0.9453 0.7241 -1.0169
H 0.8606 1.1818 0.7650
H -2.3926 0.8926 -1.9883
H -1.2200 -0.3084 -1.9671
H -0.7345 1.2401 -2.3637
H -1.5116 1.3398 1.8266
H -3.3780 1.7267 -0.4117
H -3.5488 2.4956 1.0095
```


5.
Formula: C32H33BrN7NaO2
Source: the Open Molecules 2025 dataset
Level of theory: wB97M-V/def2-TZVPD

Results
E_HOMO = -6.8 eV
Frontier orbital gap = 6.518 eV
Net charge = 0

XYZ file:
```
76
C32H33BrN7NaO2, DFT wB97M-V/def2-TZVPD
Na -0.6546 0.9973 -0.9847
N -1.8618 0.3948 1.0284
C -3.1985 0.8787 1.1184
C -3.6270 1.4479 2.3124
C -4.9192 1.9327 2.4451
C -5.7973 1.8417 1.3764
C -5.3622 1.2752 0.1853
C -4.0642 0.7956 0.0203
C -3.6484 0.2404 -1.3142
C -4.3775 -0.8433 -1.8198
C -4.1232 -1.3272 -3.0985
C -3.1639 -0.6907 -3.8757
C -2.4455 0.3839 -3.3457
C -2.6214 0.8904 -2.0424
H -1.5086 0.1344 1.9378
H -1.7939 -0.4043 0.4047
H -2.9405 1.5013 3.1534
H -5.2362 2.3746 3.3817
H -6.8098 2.2153 1.4648
H -6.0369 1.2161 -0.6614
H -5.1508 -1.3067 -1.2123
H -4.6828 -2.1697 -3.4886
H -2.9806 -1.0292 -4.8926
H -1.7198 0.8642 -4.0049
C 0.5809 -0.9979 -3.5081
O 0.8178 -0.2806 -2.2916
C 1.9826 0.4136 -2.2047
C 2.9450 0.4647 -3.1963
C 4.0864 1.2319 -2.9958
Br 5.3993 1.2654 -4.3555
C 4.2740 1.9682 -1.8515
C 3.3014 1.9284 -0.8500
C 2.1901 1.1190 -1.0108
O 1.2466 0.9576 -0.0045
C 3.5165 2.7510 0.3593
N 4.6868 3.1169 0.7849
C 4.4429 3.9088 1.9009
C 5.3421 4.5670 2.7402
C 4.8235 5.3074 3.7838
C 3.4376 5.3963 4.0028
C 2.5343 4.7419 3.1879
C 3.0705 3.9999 2.1393
N 2.4871 3.2115 1.1591
H 0.6074 -0.3242 -4.3643
H -0.4160 -1.4150 -3.4210
H 1.3234 -1.7890 -3.6288
H 2.8266 -0.0861 -4.1170
H 5.1484 2.5847 -1.7008
H 1.6836 1.1029 0.8442
H 6.4074 4.4959 2.5616
H 5.4944 5.8345 4.4507
H 3.0706 5.9896 4.8305
H 1.4668 4.8088 3.3587
H 1.5189 3.2636 0.8877
C 0.5422 -3.0253 -0.7589
N 0.8238 -4.3901 -0.3095
C 1.4452 -4.3149 1.0167
N 0.5915 -3.6273 1.9938
C 0.3189 -2.2828 1.4836
N -0.3356 -2.2970 0.1689
C -1.5910 -3.0645 0.2925
N -1.3605 -4.4297 0.7707
C -0.4569 -5.0966 -0.1723
C -0.6858 -4.3513 2.0697
H 0.0551 -3.0710 -1.7331
H 1.4827 -2.4791 -0.8572
H 2.3925 -3.7790 0.9349
H 1.6459 -5.3259 1.3727
H 1.2621 -1.7374 1.3985
H -0.3267 -1.7652 2.1971
H -2.0808 -3.0953 -0.6825
H -2.2550 -2.5527 0.9930
H -0.9395 -5.1496 -1.1491
H -0.2646 -6.1113 0.1789
H -0.4959 -5.3620 2.4334
H -1.3399 -3.8422 2.7794
```


6.
Formula: C19H16ClN5O5PdS
Source: the Open Molecules 2025 dataset
Level of theory: wB97M-V/def2-TZVPD

Results
Energy relative to the best compared isomer or geometry (same formula, charge and spin) = 1.170 eV
E_HOMO = -1.5 eV
Frontier orbital gap = 5.712 eV
Net charge = -2

XYZ file:
```
48
C19H16ClN5O5PdS, DFT wB97M-V/def2-TZVPD
Pd 1.0294 0.8522 0.4480
O -5.1524 1.7975 0.1788
C -4.7427 1.3138 -0.9241
O -5.4403 0.8750 -1.8366
C -3.2349 1.3010 -1.1146
C -2.5746 1.0657 -2.2965
Cl -3.2424 0.5302 -3.7798
N -1.2315 1.2055 -2.0946
N -0.9866 1.4583 -0.7874
C -2.1716 1.5319 -0.1985
C -2.2071 1.7479 1.3005
O -3.3610 2.0994 1.8039
O -1.2116 1.5781 1.9694
C -0.1600 1.1378 -3.0410
C -0.3740 1.4694 -4.3768
C 0.6581 1.3409 -5.2935
C 1.9117 0.9039 -4.8917
C 2.1339 0.6460 -3.5479
C 1.1117 0.7720 -2.6199
H -4.1624 2.0146 1.0907
H -1.3279 1.8417 -4.7096
H 0.4708 1.5974 -6.3294
H 2.7126 0.7964 -5.6131
H 3.1130 0.3526 -3.1909
H 1.3401 0.6864 -1.5498
C -2.4516 -2.1403 1.0822
C -1.1140 -2.7746 0.7355
S 0.2420 -1.5522 0.6906
O 1.3783 -2.3223 0.0843
C 0.5205 -1.5004 2.5016
C 1.5130 -2.5558 2.9483
H -3.2689 -2.8479 0.9316
H -2.6454 -1.2684 0.4534
H -2.4915 -1.8050 2.1197
H -1.1126 -3.1680 -0.2825
H -0.8302 -3.5837 1.4136
H -0.4570 -1.5992 2.9787
H 0.8799 -0.4962 2.7166
H 1.1108 -3.5673 2.8586
H 1.7940 -2.3788 3.9876
H 2.4109 -2.5020 2.3346
N 2.8456 1.0613 1.4926
C 3.5955 0.9199 2.3616
C 4.5116 0.7500 3.4172
C 5.7982 1.3169 3.3256
N 6.8572 1.7807 3.2542
C 4.1528 -0.0230 4.5380
N 3.8607 -0.6592 5.4608
```